[1]
Computed, not measured: a molecular structure, C47H47As2NiP2Si, with ωB97M-V with the def2-TZVPD basis set.

CARTESIAN COORDINATES (ANGSTROEM)
Ni 0.3735 -0.1561 -0.4048
C 2.7102 -2.8972 0.2123
Si 1.8525 -1.3401 0.8338
C 3.2288 -0.1935 1.4298
C 4.4248 -0.6167 2.0185
C 5.3153 0.3043 2.5432
C 5.0262 1.6669 2.4977
C 3.8542 2.1040 1.9095
C 2.9690 1.1703 1.3748
P 1.4550 1.6147 0.4723
C 2.1411 2.8734 -0.6604
C 2.1294 4.2459 -0.4263
C 2.7694 5.1100 -1.3056
C 3.4480 4.6118 -2.4075
C 3.4963 3.2414 -2.6259
C 2.8429 2.3829 -1.7585
C 0.4589 2.5390 1.6831
C 0.5548 2.2128 3.0346
C -0.2928 2.8049 3.9608
C -1.2431 3.7265 3.5481
C -1.3484 4.0563 2.2025
C -0.5044 3.4633 1.2764
C 0.9673 -1.8576 2.4209
C 1.6241 -2.3766 3.5395
C 0.9202 -2.6791 4.6933
C -0.4559 -2.4806 4.7489
C -1.1301 -1.9942 3.6417
C -0.4104 -1.6884 2.4890
P -1.1551 -1.1988 0.9088
C -2.7276 -0.4617 1.4480
C -3.9758 -1.0363 1.2292
C -5.1234 -0.4029 1.6887
C -5.0317 0.7931 2.3841
C -3.7854 1.3565 2.6300
C -2.6412 0.7349 2.1608
C -1.6075 -2.7910 0.1249
C -1.1725 -4.0149 0.6256
C -1.4291 -5.1895 -0.0716
C -2.1316 -5.1579 -1.2669
C -2.5828 -3.9422 -1.7666
C -2.3155 -2.7694 -1.0792
H 3.3233 -3.2857 1.0303
H 3.3759 -2.7124 -0.6328
H 2.0025 -3.6827 -0.0490
H 4.6718 -1.6706 2.0654
H 6.2420 -0.0330 2.9887
H 5.7259 2.3828 2.9079
H 3.6405 3.1649 1.8490
H 1.6261 4.6517 0.4410
H 2.7452 6.1757 -1.1204
H 3.9493 5.2877 -3.0870
H 4.0419 2.8447 -3.4725
H 2.8798 1.3128 -1.9229
H 1.2919 1.4920 3.3682
H -0.2078 2.5436 5.0073
H -1.8980 4.1915 4.2732
H -2.0855 4.7784 1.8757
H -0.5923 3.7331 0.2298
H 2.6978 -2.5261 3.5248
H 1.4433 -3.0640 5.5590
H -0.9989 -2.7099 5.6562
H -2.2032 -1.8511 3.6745
H -4.0623 -1.9773 0.7013
H -6.0907 -0.8537 1.5100
H -5.9284 1.2817 2.7414
H -3.7027 2.2825 3.1837
H -1.6726 1.1849 2.3506
H -0.6317 -4.0639 1.5622
H -1.0833 -6.1331 0.3297
H -2.3309 -6.0752 -1.8048
H -3.1354 -3.9035 -2.6965
H -2.6617 -1.8277 -1.4964
C -2.8915 1.7685 -1.0701
As -1.1604 1.1109 -1.6559
C -0.5578 2.6842 -2.6396
C -1.6326 0.0050 -3.1849
C -2.7850 0.1931 -3.9390
C -3.0115 -0.5868 -5.0638
C -2.0767 -1.5366 -5.4512
C -0.9258 -1.7265 -4.7010
C -0.7061 -0.9745 -3.5525
As 0.8269 -1.2830 -2.3716
C 2.3023 -0.7907 -3.5458
C 0.9515 -3.2198 -2.4818
H -3.5168 0.9500 -0.7249
H -3.3707 2.2809 -1.9033
H -2.7525 2.4712 -0.2497
H -1.3491 2.9688 -3.3329
H 0.3430 2.4328 -3.1953
H -0.3306 3.5126 -1.9723
H -3.5167 0.9409 -3.6606
H -3.9144 -0.4487 -5.6436
H -2.2486 -2.1342 -6.3366
H -0.2129 -2.4786 -5.0156
H 2.3030 -1.4466 -4.4160
H 3.2463 -0.8959 -3.0113
H 2.1847 0.2400 -3.8751
H 0.7300 -3.5503 -3.4943
H 0.2411 -3.6655 -1.7899
H 1.9614 -3.5273 -2.2267

Output
strongest force on any atom: 0.015 Eh/bohr
net charge: +1
frontier orbital gap: 8.36 eV
energy above the lowest of the compared OMol25 structures with the same formula, charge and spin: 0.0 kcal per mole
LUMO energy: -0.0753 hartree
electronic energy: -238675.89153 eV


[2]
Computed, not measured: a single C6H6Cl2N2O2 molecule, with ωB97M-V with the def2-TZVPD basis set.

CARTESIAN COORDINATES (ANGSTROEM)
C 0.7955 1.5799 -0.5601
C 1.4650 0.9159 0.4131
C -0.5903 1.2563 -0.9116
C 1.0192 -0.3704 0.9340
C -0.8443 -0.3351 -0.7313
C -0.1156 -0.9845 0.5574
N -0.5039 -2.1686 1.1041
N -1.0496 2.0236 -2.3730
O -0.9739 1.3663 -3.3607
O -1.4123 3.1107 -2.1333
Cl 2.0468 -0.8340 2.2461
Cl -2.5925 -0.8154 -0.6649
H 1.0153 2.5376 -0.9675
H 2.5081 1.1711 0.8194
H -1.3740 1.7087 -0.3700
H -0.3350 -0.7700 -1.5239
H -1.0468 -2.6044 0.3704
H 0.2435 -2.6352 1.5886

Output
strongest force on any atom: 0.152 Eh/bohr
frontier orbital gap (alpha / beta): 6.18 / 7.63 eV
energy above the lowest of the compared OMol25 structures with the same formula, charge and spin: 0.0 kcal per mole
spin multiplicity: 3
LUMO energy (alpha / beta): 0.0196 / -0.0839 hartree
electronic energy: -38431.90456 eV


[3]
Computed, not measured: a molecular structure, C45H42IrN7O4S2, with ωB97M-V with the def2-TZVPD basis set.

CARTESIAN COORDINATES (ANGSTROEM)
Ir -0.5799 0.4070 0.0637
O -0.9551 -1.5577 -0.6719
C -0.9408 -2.7893 -0.0770
C -0.7751 -2.7242 1.4574
C 0.4311 -2.0150 1.9886
C 1.0008 -2.4988 3.1684
C 2.0096 -1.7858 3.7852
C 2.4876 -0.6441 3.1668
C 1.9412 -0.2530 1.9491
C 2.6243 0.8312 1.1774
C 1.8667 2.1917 1.0284
O 0.6905 2.0252 0.3924
C 2.7438 3.1764 0.2277
C 4.1108 3.0083 0.0655
C 4.8467 3.9227 -0.6674
C 4.2285 5.0141 -1.2473
C 2.8669 5.1979 -1.0727
C 2.1277 4.2848 -0.3404
C 1.5876 2.8135 2.4088
C 0.4641 2.3870 3.1041
C 0.1257 2.9654 4.3149
C 0.9182 3.9706 4.8431
C 2.0579 4.3746 4.1648
C 2.3890 3.8140 2.9430
N 0.8975 -0.9030 1.4185
C 0.1715 -3.6850 -0.6317
C 1.3044 -3.1256 -1.1994
C 2.3027 -3.9407 -1.7040
C 2.1747 -5.3178 -1.6441
C 1.0440 -5.8803 -1.0735
C 0.0494 -5.0671 -0.5617
C -2.2923 -3.4048 -0.4975
C -3.3458 -3.6663 0.3652
C -4.5386 -4.1736 -0.1328
C -4.7043 -4.3867 -1.4894
C -3.6629 -4.0997 -2.3577
C -2.4688 -3.6101 -1.8636
H -0.8042 -3.7364 1.8632
H -1.6234 -2.1704 1.8779
H 0.6315 -3.4133 3.6035
H 2.4271 -2.1172 4.7251
H 3.2942 -0.0717 3.5994
H 2.7941 0.4786 0.1546
H 3.5723 1.0253 1.6763
H 4.6336 2.1757 0.5035
H 5.9086 3.7670 -0.7803
H 4.8065 5.7182 -1.8257
H 2.3801 6.0543 -1.5152
H 1.0659 4.4253 -0.2043
H -0.1759 1.6111 2.7034
H -0.7783 2.6382 4.8051
H 0.6478 4.4428 5.7762
H 2.6843 5.1468 4.5815
H 3.2663 4.1568 2.4154
H 1.3876 -2.0496 -1.2506
H 3.1777 -3.4953 -2.1535
H 2.9478 -5.9501 -2.0522
H 0.9322 -6.9540 -1.0321
H -0.8320 -5.5049 -0.1162
H -3.2512 -3.4894 1.4237
H -5.3418 -4.4096 0.5497
H -5.6289 -4.7926 -1.8684
H -3.7799 -4.2631 -3.4179
H -1.6543 -3.3869 -2.5369
N -8.9170 -0.1262 3.0081
C -7.5662 -0.0177 2.9446
C -6.8739 0.7984 3.8545
C -5.5028 0.8945 3.8024
C -4.8068 0.1746 2.8455
C -5.4668 -0.6015 1.9072
C -6.8415 -0.6915 1.9482
S -3.0262 0.1283 2.9198
O -2.6463 -1.2383 3.1721
O -2.5280 1.1107 3.8362
N -2.5025 0.4801 1.3795
C -2.8957 1.6733 0.9675
N -3.8778 2.3367 1.5851
C -4.1666 3.5432 1.1560
C -3.4910 4.1499 0.1024
C -2.5154 3.3812 -0.5156
N -2.2435 2.1553 -0.1166
H -9.4103 0.2746 3.7853
H -9.4082 -0.7861 2.4313
H -7.4315 1.3357 4.6057
H -4.9459 1.5035 4.4969
H -4.8986 -1.1436 1.1652
H -7.3757 -1.2903 1.2256
H -4.9876 4.0311 1.6662
H -3.7358 5.1450 -0.2260
H -1.9408 3.7569 -1.3529
C -3.9997 -0.5072 -2.7065
N -2.5841 -0.3170 -2.4917
C -1.8526 0.6370 -3.0442
N -2.3445 1.4325 -4.0014
S -0.2444 0.9071 -2.5556
H -4.2892 -1.4456 -2.2383
H -4.2423 -0.5702 -3.7700
H -4.5789 0.3062 -2.2593
H -2.1071 -0.9270 -1.8060
H -3.2376 1.2635 -4.4341
H -1.7257 2.1105 -4.4142

Output
strongest force on any atom: 0.086 Eh/bohr
net charge: +1
frontier orbital gap (alpha / beta): 5.15 / 4.83 eV
energy above the lowest of the compared OMol25 structures with the same formula, charge and spin: 74.2 kcal per mole
spin multiplicity: 2
LUMO energy (alpha / beta): -0.1794 / -0.1913 hartree
electronic energy: -90469.75946 eV


The highest strongest force on any atom belongs to which entry? C6H6Cl2N2O2


Please write out number 2 again, unchanged.
Computed, not measured: a single C6H6Cl2N2O2 molecule, with ωB97M-V with the def2-TZVPD basis set.

CARTESIAN COORDINATES (ANGSTROEM)
C 0.7955 1.5799 -0.5601
C 1.4650 0.9159 0.4131
C -0.5903 1.2563 -0.9116
C 1.0192 -0.3704 0.9340
C -0.8443 -0.3351 -0.7313
C -0.1156 -0.9845 0.5574
N -0.5039 -2.1686 1.1041
N -1.0496 2.0236 -2.3730
O -0.9739 1.3663 -3.3607
O -1.4123 3.1107 -2.1333
Cl 2.0468 -0.8340 2.2461
Cl -2.5925 -0.8154 -0.6649
H 1.0153 2.5376 -0.9675
H 2.5081 1.1711 0.8194
H -1.3740 1.7087 -0.3700
H -0.3350 -0.7700 -1.5239
H -1.0468 -2.6044 0.3704
H 0.2435 -2.6352 1.5886

Output
strongest force on any atom: 0.152 Eh/bohr
frontier orbital gap (alpha / beta): 6.18 / 7.63 eV
energy above the lowest of the compared OMol25 structures with the same formula, charge and spin: 0.0 kcal per mole
spin multiplicity: 3
LUMO energy (alpha / beta): 0.0196 / -0.0839 hartree
electronic energy: -38431.90456 eV


Look up the strongest force on any atom of the first one. 0.015 Eh/bohr


Please write out number 2 again, unchanged.
Computed, not measured: a single C6H6Cl2N2O2 molecule, with ωB97M-V with the def2-TZVPD basis set.

CARTESIAN COORDINATES (ANGSTROEM)
C 0.7955 1.5799 -0.5601
C 1.4650 0.9159 0.4131
C -0.5903 1.2563 -0.9116
C 1.0192 -0.3704 0.9340
C -0.8443 -0.3351 -0.7313
C -0.1156 -0.9845 0.5574
N -0.5039 -2.1686 1.1041
N -1.0496 2.0236 -2.3730
O -0.9739 1.3663 -3.3607
O -1.4123 3.1107 -2.1333
Cl 2.0468 -0.8340 2.2461
Cl -2.5925 -0.8154 -0.6649
H 1.0153 2.5376 -0.9675
H 2.5081 1.1711 0.8194
H -1.3740 1.7087 -0.3700
H -0.3350 -0.7700 -1.5239
H -1.0468 -2.6044 0.3704
H 0.2435 -2.6352 1.5886

Output
strongest force on any atom: 0.152 Eh/bohr
frontier orbital gap (alpha / beta): 6.18 / 7.63 eV
energy above the lowest of the compared OMol25 structures with the same formula, charge and spin: 0.0 kcal per mole
spin multiplicity: 3
LUMO energy (alpha / beta): 0.0196 / -0.0839 hartree
electronic energy: -38431.90456 eV